DFT (the ωB97M-V functional and the def2-TZVPD basis) results for 14 unconnected molecules or ions with the total composition C49H133N7O14 at a distorted geometry.

Values from the calculation:
F_max in eV/Å: 3.6
Energy above the lowest of the compared OMol25 structures with the same formula, charge and spin in kcal/mol: 69.1
Charge: 0
Orbital gap in Ha: 0.3407
LUMO in eV: 0.59
HOMO energy in eV: -8.680

Geometry (Å):
C -4.8471 4.4052 -6.1591
C -3.9862 4.1150 -4.8673
C -4.0818 2.6109 -4.6460
O -3.4474 2.2922 -3.4209
C -3.5865 0.9253 -3.0069
N -2.6676 4.5857 -4.9905
H -4.8525 5.4936 -6.3731
H -5.8923 4.1584 -5.9247
H -4.4767 3.8932 -6.9980
H -4.5320 4.5839 -4.0928
H -3.6591 2.0355 -5.4984
H -5.1102 2.2505 -4.5429
H -3.2359 0.2751 -3.8021
H -4.6565 0.6760 -2.9037
H -3.0431 0.8207 -2.0469
H -2.2211 4.3448 -5.8740
H -2.0723 4.0869 -4.3052
C 0.8408 5.3656 -3.3722
C -0.1662 6.0633 -2.4736
C -0.6750 4.9568 -1.5793
O -1.7142 5.2845 -0.6270
C -3.0393 5.1933 -1.2731
N 0.4607 7.0832 -1.6097
H 0.2616 4.6278 -3.9917
H 1.5840 4.8174 -2.7457
H 1.3181 6.1224 -4.0165
H -0.9446 6.5171 -3.1193
H 0.1509 4.5851 -0.8939
H -1.0937 4.1216 -2.2232
H -3.7811 5.5036 -0.4861
H -3.2843 4.1788 -1.6583
H -3.0531 5.8490 -2.1684
H 1.1136 6.5917 -1.0181
H -0.2883 7.4015 -0.9384
C 0.9846 -3.2675 1.7261
C 2.2818 -3.9700 1.6687
C 2.4013 -5.1438 2.6030
O 2.1301 -4.7314 3.9408
C 2.4181 -5.7644 4.8570
N 2.5400 -4.5133 0.3339
H 1.0124 -2.3940 1.0974
H 0.5817 -3.0971 2.6908
H 0.2371 -3.9493 1.1420
H 3.1427 -3.3006 1.9713
H 3.4146 -5.5063 2.4446
H 1.6696 -5.8830 2.2746
H 2.6020 -6.6852 4.3068
H 1.6261 -5.8652 5.6233
H 3.2970 -5.4462 5.4289
H 2.0122 -5.4194 0.2786
H 3.4716 -4.7244 0.1495
C -2.1981 2.1965 1.7493
C -3.1526 3.2715 2.3351
C -3.6644 3.0004 3.7446
O -4.5284 1.8785 3.7659
C -5.5372 1.7420 4.7653
N -2.2561 4.5091 2.3332
H -2.6930 1.2432 1.2972
H -1.5351 1.8801 2.5948
H -1.6626 2.5897 0.8539
H -4.0102 3.3923 1.6568
H -4.2035 3.9255 4.1186
H -2.8530 2.9307 4.4442
H -5.1725 1.5652 5.8030
H -6.2421 0.9348 4.4117
H -6.0839 2.7100 4.7504
H -1.9980 4.6654 1.4007
H -2.7837 5.2923 2.6990
C 5.0676 2.9759 -1.4168
C 5.3749 2.0333 -2.5699
C 6.8592 1.5646 -2.4286
O 7.7192 2.6911 -2.5327
C 8.9919 2.4458 -2.0568
N 4.5672 0.8163 -2.5076
H 4.0275 3.3297 -1.3991
H 5.7593 3.8621 -1.3125
H 5.1661 2.4589 -0.4790
H 5.2138 2.5203 -3.5245
H 7.0571 0.8463 -3.2305
H 7.0573 1.0533 -1.5109
H 9.4698 1.4922 -2.3376
H 8.9671 2.4825 -0.9590
H 9.6233 3.2845 -2.3249
H 3.6298 0.9575 -2.8640
H 4.4031 0.6014 -1.5564
C -1.2833 -6.4361 3.6105
C -2.0670 -7.2675 2.5939
C -2.0011 -6.6288 1.2332
O -0.6511 -6.7094 0.7656
C -0.5710 -6.3065 -0.5364
N -1.7276 -8.6616 2.4467
H -1.6666 -6.7714 4.5753
H -1.4969 -5.3878 3.4876
H -0.1973 -6.6127 3.5113
H -3.0863 -7.2404 2.7268
H -2.4158 -5.5900 1.2279
H -2.5539 -7.2183 0.5511
H 0.4737 -6.3677 -0.8774
H -0.7663 -5.1822 -0.6426
H -1.2998 -6.9144 -1.0921
H -0.7171 -8.7526 2.1822
H -1.8025 -9.1640 3.2881
C -6.1697 -2.0079 -1.4754
C -5.3342 -2.4974 -0.2857
C -4.0076 -1.7135 -0.2242
O -3.3333 -1.6332 -1.4190
C -2.7782 -2.7969 -1.9085
N -6.0276 -2.5486 1.0012
H -5.6558 -2.1453 -2.4076
H -6.3774 -0.9190 -1.2855
H -7.0741 -2.6711 -1.4480
H -5.0552 -3.5377 -0.5062
H -3.3346 -2.1186 0.5645
H -4.2125 -0.6749 0.0674
H -2.1209 -3.2489 -1.1628
H -2.1024 -2.4954 -2.7620
H -3.4924 -3.5373 -2.3445
H -6.7749 -1.8503 1.0239
H -5.4418 -2.4363 1.8073
C 1.4713 6.0550 2.3840
C 1.5912 4.5946 2.1353
C 3.0113 4.0355 2.3938
O 0.7471 3.7986 2.9526
H 1.3893 6.1387 3.4940
H 0.5355 6.5271 2.0751
H 2.2686 6.6074 2.0070
H 1.4027 4.3826 1.0985
H 3.0304 2.9893 2.3295
H 3.3951 4.2750 3.3749
H 3.6939 4.5040 1.7052
H -0.1326 4.2433 2.9057
C 5.2546 -1.2526 0.5750
C 5.2020 -2.4729 -0.3640
C 6.2911 -2.3607 -1.3880
O 5.3253 -3.6958 0.3582
H 4.3072 -1.3627 1.1411
H 5.0717 -0.3420 -0.0124
H 6.2584 -1.3097 1.0276
H 4.2940 -2.3947 -0.8646
H 6.2366 -1.3878 -1.8921
H 6.2046 -3.1577 -2.1018
H 7.3084 -2.3981 -1.0254
H 6.1844 -4.0113 0.1160
C 0.7388 -3.2498 -4.2390
C 1.8040 -3.6562 -3.2503
C 3.1258 -2.9987 -3.5119
O 1.3606 -3.3217 -1.9446
H -0.2884 -3.4102 -3.8721
H 0.8517 -3.6235 -5.2525
H 0.8420 -2.1816 -4.4068
H 1.9225 -4.7732 -3.3197
H 3.3291 -3.1269 -4.5819
H 4.0039 -3.3220 -2.9311
H 3.0373 -1.9442 -3.3627
H 1.9175 -3.6976 -1.2218
C -3.4532 -1.9649 5.4576
C -3.1148 -1.3507 4.0973
C -2.0473 -2.0864 3.2700
O -4.3332 -1.1315 3.3978
H -2.5890 -2.2385 6.0265
H -4.0430 -2.8880 5.3539
H -4.0523 -1.2253 6.0512
H -2.7123 -0.3364 4.2786
H -2.3969 -3.1164 3.2433
H -1.0348 -2.1117 3.7183
H -2.0798 -1.7343 2.2655
H -4.4352 -0.1778 3.4294
C -0.1201 0.6827 4.9052
C 0.5151 1.8712 5.7010
C 2.0615 1.9598 5.5965
O -0.0305 3.1215 5.3952
H -1.2117 0.6250 5.0803
H 0.3228 -0.2294 5.3271
H -0.0473 0.6834 3.8306
H 0.3728 1.6199 6.7421
H 2.4080 1.9904 4.5224
H 2.4796 1.1421 6.1402
H 2.3783 2.9096 5.9621
H 0.1960 3.2021 4.4472
C -0.4259 0.7569 -5.9144
C -0.0563 0.9274 -4.5003
C 1.4137 1.1005 -4.2671
O -0.6064 2.2074 -4.0509
H 0.0266 -0.1183 -6.3564
H -0.1294 1.5678 -6.5641
H -1.4876 0.7119 -6.0138
H -0.4941 0.0632 -3.9085
H 1.7103 2.1169 -4.5344
H 2.0493 0.3207 -4.8105
H 1.5953 0.9559 -3.2252
H -1.5543 2.0665 -3.8833
C 1.4120 1.4157 -0.0082
C 1.1968 -0.0969 -0.1451
C -0.2746 -0.4356 0.0912
O 1.7321 -0.6072 -1.3703
H 1.0067 1.7980 0.9724
H 0.8104 1.9533 -0.7729
H 2.4945 1.7229 -0.2270
H 1.6635 -0.5661 0.6712
H -0.5158 -1.5147 0.1084
H -0.9113 0.0527 -0.5930
H -0.5705 -0.0583 1.0956
H 1.4936 -1.5105 -1.4529

DFT (the ωB97M-V functional and the def2-TZVPD basis) results for a molecular structure, C49H29Cl4N4Ti.

Values from the calculation:
F_max in eV/Å: 0.9
Energy above the lowest of the compared OMol25 structures with the same formula, charge and spin in kcal/mol: 0.0
Charge: -1
Orbital gap in Ha: 0.1828
LUMO in eV: 2.14
HOMO energy in eV: -2.836

Geometry (Å):
Ti -0.1399 -0.4763 -0.3202
Cl 6.2862 -5.5573 4.2237
C 5.1488 -4.4906 3.4444
C 5.3689 -3.1224 3.4693
C 4.4630 -2.2771 2.8503
C 3.3337 -2.7765 2.2026
C 3.1419 -4.1560 2.1928
C 4.0389 -5.0179 2.8113
C 2.3325 -1.8765 1.5736
C 1.1296 -1.7334 2.1558
C 0.8264 -2.1577 3.5290
C -0.2812 -1.5253 3.9126
C -0.8092 -0.7870 2.7518
C -2.0409 -0.2327 2.7283
C -2.7338 -0.0703 4.0250
C -3.9684 -0.6217 4.3631
C -4.5478 -0.4090 5.6069
C -3.8956 0.3685 6.5439
Cl -4.6193 0.6384 8.1051
C -2.6687 0.9394 6.2460
C -2.1127 0.7250 4.9965
C -2.6690 0.1498 1.4721
N -1.9539 0.3371 0.3021
C -2.8893 0.6847 -0.6666
C -2.5475 1.2353 -1.9591
C -3.6803 1.6594 -2.8234
C -4.4791 0.7137 -3.4604
C -5.5456 1.0959 -4.2593
C -5.8216 2.4438 -4.4184
Cl -7.1586 2.9375 -5.4229
C -5.0564 3.4071 -3.7851
C -3.9954 3.0061 -2.9839
C -1.2791 1.5104 -2.3166
C -0.8847 2.3288 -3.4649
C 0.4374 2.4928 -3.4148
C 0.9512 1.7071 -2.2895
N -0.1276 1.1006 -1.6331
C 2.2518 1.5219 -2.0312
C 2.7372 0.5726 -1.0428
C 4.0563 0.1960 -0.8842
C 4.0688 -0.8438 0.0661
C 2.7624 -1.0332 0.4657
N 1.9194 -0.1622 -0.2042
C 3.2854 2.2249 -2.8400
C 4.0219 1.5427 -3.8072
C 4.9666 2.1980 -4.5795
C 5.1814 3.5528 -4.3815
Cl 6.3667 4.3839 -5.3546
C 4.4722 4.2556 -3.4255
C 3.5297 3.5822 -2.6571
C -4.1575 0.6972 -0.1193
C -4.0170 0.3651 1.2400
N 0.0736 -0.9339 1.6937
H 6.2374 -2.7267 3.9787
H 4.6224 -1.2065 2.8738
H 2.2678 -4.5586 1.6950
H 3.8798 -6.0878 2.8002
H 1.4460 -2.8092 4.1250
H -0.7653 -1.5876 4.8729
H -4.4786 -1.2738 3.6720
H -5.5008 -0.8603 5.8497
H -2.1618 1.5567 6.9754
H -1.1677 1.1935 4.7470
H -4.2584 -0.3386 -3.3263
H -6.1618 0.3620 -4.7613
H -5.2943 4.4550 -3.9093
H -3.3939 3.7426 -2.4659
H -1.5731 2.7429 -4.1838
H 1.0534 3.0708 -4.0859
H 4.9008 0.6294 -1.3943
H 4.9289 -1.3758 0.4379
H 3.8443 0.4830 -3.9416
H 5.5335 1.6701 -5.3347
H 4.6581 5.3113 -3.2817
H 2.9699 4.1140 -1.8980
H -5.0661 0.9838 -0.6246
H -4.8275 0.3104 1.9424
C 0.4065 -1.9797 -2.0986
C 0.5234 -2.7250 -0.9071
C -0.7479 -2.7994 -0.3081
C -1.6604 -2.1105 -1.1338
C -0.9442 -1.6102 -2.2454
H 1.2240 -1.6788 -2.7354
H 1.4446 -3.0966 -0.4919
H -0.9658 -3.2252 0.6582
H -2.6983 -1.9178 -0.9132
H -1.3467 -0.9711 -3.0138

DFT (the ωB97M-V functional and the def2-TZVPD basis) results for a molecular structure, C49H34Cl8N5O4S2Y at a distorted geometry.

Values from the calculation:
F_max in eV/Å: 2.4
Energy above the lowest of the compared OMol25 structures with the same formula, charge and spin in kcal/mol: 41.1
Charge: 0
Orbital gap in Ha: 0.2142
LUMO in eV: -0.62
HOMO energy in eV: -6.452

Geometry (Å):
Y -1.4599 -0.9993 0.7462
C -4.5824 0.4289 3.8502
C -4.4255 -0.3784 4.9664
C -3.4624 -1.3697 4.9553
C -2.6985 -1.5373 3.8009
N -2.8629 -0.7607 2.7355
C -3.7639 0.2201 2.7564
C -1.6379 -2.5839 3.6853
C -1.3912 -3.4731 4.7294
C -0.4068 -4.4257 4.5813
C 0.3124 -4.4814 3.4022
C 0.0205 -3.5720 2.3948
N -0.9348 -2.6411 2.5445
C 0.7783 -3.5943 1.1025
C 1.8151 -4.4989 0.8813
C 2.4955 -4.4649 -0.3213
C 2.1302 -3.5333 -1.2781
C 1.0962 -2.6684 -0.9788
N 0.4354 -2.6973 0.1746
H -5.3206 1.2182 3.8286
H -5.0450 -0.2328 5.8416
H -3.3230 -1.9941 5.8241
H -3.8078 0.8333 1.8681
H -1.9611 -3.4211 5.6431
H -0.1988 -5.1272 5.3786
H 1.0823 -5.2264 3.2837
H 2.1054 -5.2133 1.6347
H 3.3081 -5.1555 -0.5043
H 2.6393 -3.4624 -2.2288
H 0.7943 -1.8974 -1.6764
Cl -7.1548 -5.4008 -2.0511
C -6.1248 -4.1443 -1.4738
C -4.8334 -4.4314 -1.0466
Cl -4.2347 -6.0489 -1.0843
C -4.0210 -3.4117 -0.5869
Cl -2.3965 -3.6853 -0.0458
C -4.4229 -2.0575 -0.5174
O -3.6508 -1.1407 -0.0886
C -5.7479 -1.8033 -0.9623
Cl -6.2866 -0.1675 -0.8932
C -6.5676 -2.8178 -1.4249
Cl -8.1680 -2.4463 -1.9523
O -1.1510 0.7960 1.4382
Cl 4.7744 0.3591 -1.4249
C 3.4988 1.1311 -2.3231
C 3.3181 0.8116 -3.6616
C 2.2816 1.4145 -4.3521
C 1.4308 2.3269 -3.7352
C 0.2591 2.9074 -4.4877
C -0.8358 1.8543 -4.6541
N -1.3668 1.4428 -3.3741
C -2.4126 1.9881 -2.6600
C -2.5185 1.2512 -1.5213
N -1.5649 0.2567 -1.5205
C -0.8937 0.4184 -2.6293
O 0.6661 3.3654 -5.7680
C 0.4598 4.7550 -5.9817
C 1.1372 5.6129 -4.9488
C 2.4706 5.5805 -4.6631
Cl 3.6650 4.6331 -5.4450
S 2.9017 6.6342 -3.3822
C 1.2836 7.1629 -3.2202
C 0.4602 6.5386 -4.1017
C 1.6613 2.6345 -2.4018
Cl 0.6279 3.7594 -1.5853
C 2.6862 2.0422 -1.6787
H 3.9768 0.1018 -4.1416
H 2.1245 1.1846 -5.3991
H -0.1489 3.7199 -3.8862
H -0.4259 0.9672 -5.1390
H -1.6249 2.2460 -5.2960
H -2.9766 2.8258 -3.0323
H -3.2242 1.3475 -0.7173
H -0.0623 -0.1799 -2.9696
H -0.6115 4.9900 -5.9865
H 0.8548 4.9489 -6.9789
H 1.0254 7.8917 -2.4697
H -0.6056 6.7144 -4.1544
H 2.8283 2.2796 -0.6341
O 1.3233 0.0077 0.3787
S 1.2767 -0.3210 1.8408
C 2.8746 -1.1295 2.0992
C 3.8275 -1.1100 1.0940
C 5.0073 -1.8220 1.2649
C 5.2226 -2.5526 2.4253
C 4.2570 -2.5769 3.4243
C 3.0764 -1.8677 3.2594
C 1.5291 1.1587 2.8041
C 1.5185 1.0973 4.1869
C 1.6973 2.2675 4.9100
C 1.8737 3.4735 4.2453
C 1.8598 3.5153 2.8574
C 1.6800 2.3508 2.1276
H 3.6169 -0.5512 0.1907
H 5.7601 -1.8068 0.4866
H 6.1433 -3.1079 2.5518
H 4.4233 -3.1514 4.3269
H 2.3064 -1.8969 4.0231
H 1.3573 0.1551 4.6973
H 1.6897 2.2393 5.9920
H 2.0080 4.3852 4.8132
H 1.9724 4.4603 2.3410
H 1.6084 2.3338 1.0520

Which value of orbital gap does entry 3 give? 0.2142 Ha

Which value of HOMO energy does entry 1 give? -8.680 eV

What is the formula in the first record? C49H133N7O14

Which of these has the lowest charge? C49H29Cl4N4Ti